{
  "formula": "C23H41N2O25PS5",
  "method": "the ωB97M-V functional and the def2-TZVPD basis",
  "energy_ha": -5223.49857,
  "max_force_ev_per_a": 6.8,
  "smiles": "CC(C)=N[C@H](CCCCn1cccc1)OC(=O)P(=O)(O)O.O=S1(=O)OCCO1.O=S1(=O)OCCO1.O=S1(=O)OCCO1.O=S1(=O)OCCO1.O=S1(=O)OCCO1",
  "total_charge": 0,
  "homo_energy_ev": -7.3621,
  "orbital_gap_ev": 7.3,
  "elements": ["C", "C", "C", "N", "C", "C", "C", "C", "C", "N", "C", "C", "C", "C", "O", "C", "O", "P", "O", "O", "O", "H", "H", "H", "H", "H", "H", "H", "H", "H", "H", "H", "H", "H", "H", "H", "H", "H", "H", "H", "H", "H", "O", "S", "O", "O", "C", "C", "O", "H", "H", "H", "H", "O", "S", "O", "O", "C", "C", "O", "H", "H", "H", "H", "O", "S", "O", "O", "C", "C", "O", "H", "H", "H", "H", "O", "S", "O", "O", "C", "C", "O", "H", "H", "H", "H", "O", "S", "O", "O", "C", "C", "O", "H", "H", "H", "H"],
  "positions_angstrom": [[2.995, 1.690, -0.341], [2.214, 2.346, -1.608], [2.361, 3.930, -1.776], [1.495, 1.532, -2.366], [1.859, 1.600, -3.810], [0.499, 2.003, -4.617], [-0.561, 2.817, -3.728], [-1.692, 1.898, -3.034], [-3.098, 2.741, -2.935], [-4.141, 1.925, -2.232], [-4.800, 0.823, -2.926], [-5.746, 0.024, -1.989], [-5.633, 0.894, -0.684], [-4.651, 2.092, -0.873], [2.481, 0.381, -4.309], [1.678, -0.759, -4.044], [0.885, -1.252, -4.901], [1.741, -1.724, -2.381], [3.139, -1.649, -1.725], [1.540, -3.368, -2.850], [0.465, -1.259, -1.369], [2.273, 1.795, 0.561], [3.879, 2.392, -0.084], [3.313, 0.611, -0.529], [2.184, 4.183, -2.894], [1.656, 4.549, -1.127], [3.457, 4.241, -1.570], [2.610, 2.447, -4.057], [-0.043, 1.107, -5.072], [0.820, 2.667, -5.512], [-1.132, 3.511, -4.462], [-0.108, 3.502, -2.936], [-1.921, 0.939, -3.632], [-1.439, 1.572, -1.968], [-2.972, 3.710, -2.342], [-3.508, 2.985, -3.979], [-4.628, 0.536, -4.026], [-6.362, -0.915, -2.160], [-6.211, 0.622, 0.269], [-4.357, 2.909, -0.121], [1.628, -3.942, -2.049], [0.776, -0.988, -0.477], [1.486, -4.891, -0.535], [2.008, -6.107, 0.022], [3.396, -6.293, 0.316], [1.506, -7.341, -0.902], [0.758, -8.262, -0.107], [0.143, -7.426, 1.004], [1.148, -6.471, 1.347], [1.452, -9.005, 0.296], [0.003, -8.763, -0.713], [-0.132, -8.024, 1.872], [-0.735, -6.879, 0.647], [4.157, -8.163, -4.702], [5.344, -7.403, -4.439], [6.648, -7.837, -4.839], [5.377, -7.050, -2.855], [5.417, -5.632, -2.683], [4.713, -5.057, -3.902], [5.114, -5.893, -4.989], [6.466, -5.323, -2.650], [4.926, -5.348, -1.751], [4.988, -4.020, -4.091], [3.626, -5.131, -3.802], [2.068, 2.123, 3.781], [3.340, 1.614, 3.358], [4.330, 2.428, 2.722], [3.079, 0.302, 2.440], [3.740, -0.826, 3.017], [3.783, -0.545, 4.511], [4.030, 0.857, 4.617], [4.748, -0.882, 2.596], [3.200, -1.744, 2.785], [4.563, -1.113, 5.019], [2.817, -0.755, 4.980], [-5.723, 2.071, 2.107], [-7.040, 2.015, 2.670], [-7.700, 0.784, 2.985], [-8.027, 2.907, 1.741], [-8.622, 3.939, 2.528], [-7.617, 4.235, 3.631], [-7.073, 2.964, 3.986], [-9.559, 3.555, 2.942], [-8.830, 4.815, 1.913], [-8.076, 4.713, 4.496], [-6.799, 4.861, 3.261], [-2.746, 4.818, 5.061], [-1.992, 5.035, 6.260], [-2.593, 5.455, 7.490], [-0.766, 6.041, 5.912], [0.475, 5.407, 6.222], [0.220, 3.917, 6.053], [-1.102, 3.709, 6.551], [0.732, 5.649, 7.258], [1.263, 5.768, 5.560], [0.938, 3.307, 6.602], [0.233, 3.632, 4.998]],
  "forces_ev_per_a": [[-1.3, 1.8, 0.2], [-0.3, -1.2, 1.1], [1.4, -0.6, -1.6], [4.5, 0.7, 0.0], [-2.8, 3.0, -0.9], [0.2, 0.4, -0.6], [-1.0, -0.1, -0.5], [-0.9, 0.6, 0.1], [0.3, -0.4, 0.1], [-2.3, -1.5, 0.2], [-1.7, -1.6, 2.8], [3.7, 5.6, 0.8], [1.5, 0.7, -2.2], [-2.3, -4.4, -1.5], [-1.9, -1.4, 1.5], [-3.2, -1.3, -3.2], [3.6, 2.3, 3.5], [3.1, -1.9, 2.6], [-3.5, 0.4, -1.3], [-0.5, 3.3, 0.6], [1.8, -1.0, -1.7], [1.2, -0.5, -1.3], [-1.3, -1.3, -0.5], [-0.6, 1.6, 0.1], [0.0, -0.2, 1.9], [0.9, -1.2, -0.8], [-1.9, -0.5, -0.1], [-0.9, -1.7, 0.5], [0.9, 1.1, 0.7], [-0.5, -1.1, 1.4], [0.9, -1.1, 1.1], [-0.4, -1.0, -1.2], [0.5, 1.5, 0.8], [-0.1, 0.5, -1.5], [-0.1, -1.3, -0.9], [0.8, -0.3, 1.5], [0.1, 0.9, 2.0], [1.1, 1.7, 0.1], [1.2, 0.7, -1.7], [-0.4, -1.6, -1.6], [-0.1, 0.6, -0.4], [0.2, -0.2, -0.9], [0.6, -0.6, 0.3], [-0.1, -1.0, 0.2], [-1.0, 0.6, -0.2], [0.1, 1.1, 0.4], [0.0, -0.6, 0.5], [-0.7, -0.1, -0.4], [0.9, 0.2, -0.7], [-0.1, 0.0, 0.0], [0.2, 0.2, -0.1], [0.3, 0.2, 0.0], [0.0, -0.1, 0.0], [1.0, 0.3, 0.2], [-0.1, 0.2, 0.0], [-1.1, 0.1, 0.1], [-0.4, -0.2, -0.8], [0.3, 0.6, 0.0], [-0.6, 0.1, 0.5], [0.6, -0.8, 0.3], [-0.1, 0.0, 0.0], [0.0, -0.3, -0.1], [0.1, -0.2, -0.2], [0.1, 0.1, 0.0], [0.9, -0.1, -0.5], [0.2, -0.3, 0.0], [-0.9, -0.3, 0.6], [-0.2, 0.6, 0.8], [0.6, -0.4, 0.1], [-0.5, -0.5, 0.0], [0.0, 0.5, -0.8], [-0.1, 0.0, 0.0], [-0.1, 0.3, -0.1], [0.0, 0.3, 0.0], [0.1, -0.1, 0.0], [-1.1, -0.2, 0.5], [0.1, 0.2, 0.1], [0.7, 0.8, -0.2], [0.7, -0.2, 0.4], [-0.4, 0.1, 0.4], [0.2, 0.5, -0.4], [-0.4, -0.6, -0.5], [0.0, 0.1, 0.0], [0.1, -0.2, -0.1], [0.1, -0.3, 0.0], [-0.1, 0.0, 0.0], [0.3, 0.4, 1.0], [0.1, -0.2, -0.1], [0.2, -0.4, -1.0], [-0.6, -0.6, -0.1], [0.4, -0.2, 0.5], [0.3, 0.1, -0.7], [-0.4, 0.9, 0.3], [0.0, 0.0, -0.1], [-0.3, 0.1, -0.1], [-0.3, 0.0, 0.1], [0.1, 0.0, 0.1]],
  "mulliken_charge": [-0.62, 0.22, -1.26, 0.12, -0.09, -0.57, -0.50, -0.04, -1.01, 0.32, -0.19, -0.80, -0.13, -0.18, -0.42, 0.54, -0.49, 1.00, -0.70, -0.41, -0.48, 0.07, 0.40, 0.13, 0.29, 0.29, 0.38, 0.33, 0.33, 0.26, 0.48, 0.08, 0.23, 0.19, 0.27, 0.27, 0.29, 0.32, 0.19, 0.29, 0.45, 0.34, -0.64, 1.10, -0.56, -0.26, -0.33, -0.37, -0.31, 0.30, 0.31, 0.31, 0.28, -0.53, 1.08, -0.54, -0.30, -0.27, -0.20, -0.34, 0.32, 0.24, 0.28, 0.26, -0.47, 1.02, -0.54, -0.20, -0.33, -0.39, -0.30, 0.28, 0.31, 0.32, 0.30, -0.45, 1.05, -0.55, -0.27, -0.32, -0.34, -0.31, 0.29, 0.31, 0.32, 0.27, -0.50, 1.09, -0.54, -0.33, -0.31, -0.20, -0.32, 0.29, 0.29, 0.30, 0.24]
}

{
  "formula": "C23H41N2P3RuSe",
  "method": "the ωB97M-V functional and the def2-TZVPD basis",
  "energy_ha": -4529.63584,
  "spin_multiplicity": 6,
  "max_force_ev_per_a": 6.0,
  "relative_energy_kj_mol": 85.2,
  "s2": 8.7706,
  "total_charge": 3,
  "homo_energy_ev": [-16.0261, -16.6034],
  "orbital_gap_ev": [6.4, 3.4],
  "elements": ["Ru", "P", "P", "P", "H", "C", "C", "H", "C", "C", "C", "C", "C", "C", "C", "C", "C", "H", "H", "H", "H", "H", "H", "H", "H", "H", "H", "H", "H", "H", "H", "H", "H", "H", "H", "H", "H", "H", "H", "H", "H", "H", "H", "H", "H", "H", "C", "C", "C", "C", "C", "C", "Se", "H", "H", "H", "H", "H", "H", "N", "C", "C", "C", "C", "C", "N", "C", "H", "H", "H", "H"],
  "positions_angstrom": [[-0.173, -0.279, -1.081], [-1.418, -1.824, -0.342], [1.327, -0.270, 0.583], [1.134, -1.422, -2.364], [-2.722, 2.492, -4.154], [-3.075, 1.595, -4.682], [-3.419, 0.426, -4.115], [-3.119, 0.031, -3.141], [-2.755, -0.889, 0.499], [-0.908, -3.043, 0.937], [-2.258, -2.829, -1.610], [2.582, 1.052, 0.401], [0.518, 0.118, 2.187], [2.386, -1.743, 0.979], [0.412, -1.527, -4.045], [1.907, -3.077, -2.140], [2.655, -0.447, -2.754], [-3.267, 1.709, -5.773], [-4.099, -0.164, -4.731], [-2.450, 0.106, 0.860], [-3.096, -1.444, 1.382], [-3.575, -0.761, -0.221], [-0.521, -2.524, 1.828], [-0.105, -3.677, 0.533], [-1.786, -3.657, 1.209], [-2.532, -2.186, -2.456], [-3.174, -3.266, -1.189], [-1.593, -3.617, -1.990], [3.294, 1.050, 1.239], [2.083, 2.030, 0.346], [3.152, 0.897, -0.522], [1.230, 0.069, 3.023], [-0.264, -0.624, 2.395], [0.065, 1.121, 2.146], [2.824, -1.637, 1.983], [3.212, -1.848, 0.261], [1.779, -2.659, 0.966], [1.077, -2.184, -4.637], [0.360, -0.511, -4.470], [-0.616, -1.915, -3.990], [2.392, -3.327, -3.102], [1.148, -3.827, -1.877], [2.649, -3.059, -1.331], [3.003, -0.796, -3.743], [3.425, -0.599, -1.981], [2.401, 0.622, -2.802], [0.358, 3.341, -1.447], [-0.426, 2.452, -2.250], [-0.047, 2.172, -3.584], [1.165, 2.630, -4.120], [1.961, 3.430, -3.295], [1.596, 3.738, -1.974], [-0.458, 4.638, -0.256], [-1.301, 4.923, -1.475], [-1.424, 2.136, -1.914], [-0.758, 1.640, -4.237], [1.438, 2.431, -5.173], [2.859, 3.870, -3.723], [2.231, 4.422, -1.405], [-1.907, 0.278, 7.122], [-2.056, 0.782, 6.074], [-2.273, 1.518, 4.860], [-2.265, 2.917, 4.893], [-2.571, 3.612, 3.729], [-2.876, 2.878, 2.577], [-2.873, 1.554, 2.565], [-2.585, 0.859, 3.658], [-2.037, 3.449, 5.820], [-2.590, 4.688, 3.691], [-3.113, 3.409, 1.651], [-2.587, -0.233, 3.576]],
  "forces_ev_per_a": [[-0.9, 5.2, -0.7], [-3.8, -3.6, 2.0], [2.7, 0.5, 3.2], [3.9, -2.4, -3.9], [0.3, -0.6, -0.2], [-0.5, -0.2, -0.2], [0.0, 0.7, -1.0], [-0.4, 0.6, 0.1], [-0.3, 0.3, 0.0], [0.4, 0.2, -0.2], [0.0, -0.1, 0.0], [0.1, 0.1, 0.0], [-0.1, -0.1, 0.1], [-0.3, -0.1, -0.2], [-0.4, 0.0, 0.0], [-0.4, -0.1, 0.3], [0.0, 0.1, 0.0], [-0.3, 0.2, 1.1], [0.6, -0.6, 0.2], [-0.1, -0.3, -0.1], [-0.1, -0.1, -0.3], [0.1, 0.0, 0.3], [-0.3, -0.3, -0.3], [-0.4, 0.0, 0.2], [0.4, 0.2, -0.2], [0.0, -0.1, 0.2], [0.3, -0.1, -0.2], [-0.2, 0.1, 0.2], [-0.3, 0.0, -0.1], [0.2, -0.3, 0.1], [-0.1, 0.1, 0.2], [0.0, 0.1, -0.3], [0.1, 0.4, -0.1], [0.1, -0.4, 0.0], [-0.2, 0.2, -0.3], [-0.3, 0.1, 0.2], [0.3, 0.2, 0.0], [-0.5, 0.3, 0.1], [0.1, -0.5, 0.1], [0.4, -0.1, -0.2], [-0.2, 0.0, 0.5], [0.2, 0.1, -0.3], [-0.2, 0.0, -0.4], [0.1, 0.2, 0.5], [-0.2, 0.0, -0.4], [0.2, -0.3, -0.1], [-0.2, -0.6, -1.2], [-0.2, 0.3, -0.3], [-0.4, -0.6, 0.7], [0.1, 0.7, 0.5], [0.1, -0.4, -0.6], [0.2, 0.8, 0.3], [0.3, -0.6, -1.4], [-0.2, 0.1, 1.0], [0.2, 0.3, -0.2], [0.4, 0.1, 0.6], [-0.2, 0.2, 0.8], [0.0, -0.1, 0.3], [-0.1, -0.2, -0.2], [-0.3, 1.0, -2.5], [0.4, -1.0, 2.5], [-0.3, -0.2, -0.1], [0.0, 0.2, 0.0], [0.0, -0.5, -0.4], [0.4, 0.6, 0.9], [0.1, -0.7, -0.9], [0.1, 0.8, 0.4], [-0.1, -0.3, -0.3], [0.0, 0.2, 0.2], [-0.2, -0.3, 0.1], [-0.1, 0.4, 0.2]],
  "mulliken_charge": [-0.19, 1.22, 0.92, 0.95, 0.35, -0.63, -0.24, 0.00, -1.31, -1.51, -1.23, -0.98, -1.14, -1.33, -1.12, -1.26, -1.15, 0.30, 0.26, 0.34, 0.42, 0.49, 0.40, 0.34, 0.50, 0.25, 0.48, 0.40, 0.51, 0.18, 0.28, 0.59, 0.11, 0.24, 0.53, 0.40, 0.29, 0.53, 0.27, 0.30, 0.49, 0.36, 0.33, 0.51, 0.37, 0.16, -0.34, -0.42, -0.16, -0.58, -0.61, -0.20, 0.30, 0.31, 0.97, 0.24, 0.50, 0.47, 0.54, -0.37, -0.18, 0.51, -0.27, -0.54, -0.71, -0.26, -0.30, 0.50, 0.46, 0.68, 0.48]
}